# 1
{"formula": "C21H32BFIN4O10P", "method": "wB97M-V/def2-TZVPD", "species": ["C", "C", "O", "O", "C", "O", "C", "C", "C", "O", "C", "C", "C", "C", "C", "C", "C", "C", "C", "C", "N", "C", "N", "C", "C", "C", "I", "N", "N", "C", "F", "B", "O", "O", "H", "H", "H", "H", "H", "H", "H", "H", "H", "H", "H", "H", "H", "H", "H", "H", "H", "H", "H", "H", "H", "H", "H", "H", "H", "H", "H", "H", "H", "H", "H", "H", "O", "P", "O", "O", "O"], "coordinates": [[3.87715, 1.40777, 2.83827], [4.87820, 1.57012, 1.50862], [5.90357, 0.71099, 1.44014], [4.57182, 2.60076, 0.46420], [3.30705, 2.17045, -0.19999], [2.14302, 2.70135, 0.23202], [3.42142, 1.03433, -1.37911], [2.06043, 0.14179, -1.61103], [0.67400, 0.94208, -2.09574], [-0.36962, 0.67951, -1.09319], [-1.67988, 1.21734, -1.48986], [-2.32635, 0.73237, -2.94231], [-3.79537, 1.21972, -3.48468], [-4.43043, 0.70350, -4.91573], [-4.64673, 2.25289, -2.53465], [-4.02005, 2.76919, -1.07619], [-2.53904, 2.25504, -0.49913], [-2.02479, 2.77727, 0.96858], [-1.23447, 1.62724, 1.85976], [-3.32214, 3.24434, 1.91505], [1.55999, -0.51811, -0.31527], [1.46323, -2.02324, -0.44297], [0.50643, -2.86053, 0.07447], [-0.59684, -2.17600, 0.90898], [-1.47766, -3.25829, 1.78858], [-2.07504, -2.64876, 3.19134], [-3.21772, -3.96067, 0.58659], [2.67286, -2.32043, -1.34377], [2.75131, -3.63579, -1.77296], [2.44501, -1.25879, -2.44069], [1.26862, -1.88414, -3.15370], [3.53701, -1.15989, -3.67203], [3.81950, 0.06991, -4.47314], [4.30780, -2.38001, -4.10126], [4.04089, 2.37902, 3.48548], [4.12354, 0.41234, 3.41530], [2.73294, 1.37435, 2.51783], [4.27338, 0.27498, -1.03481], [3.83101, 1.56833, -2.33665], [0.91287, 2.08808, -2.14623], [0.44652, 0.53948, -3.17057], [-1.65610, -0.01475, -3.58233], [-4.26018, 1.57297, -5.68840], [-5.57141, 0.47100, -4.70405], [-3.88698, -0.29991, -5.18694], [-5.71980, 2.60226, -2.91591], [-4.71541, 3.52991, -0.48572], [-1.29306, 3.70520, 0.80459], [-1.74877, 0.56860, 1.67077], [-1.25441, 1.87266, 3.02758], [-0.09443, 1.55669, 1.51300], [-2.95359, 3.28092, 3.02711], [-3.80469, 4.23748, 1.52499], [-4.08646, 2.33142, 1.83482], [1.93999, -0.13327, 0.57693], [0.54870, -3.88728, -0.10762], [-1.37859, -1.64808, 0.17754], [-0.18320, -1.32185, 1.59781], [-0.79554, -4.20623, 1.92512], [-1.43292, -3.02063, 4.10216], [-3.19438, -2.99893, 3.41193], [-2.10861, -1.46866, 3.23513], [3.78219, -3.78949, -1.96540], [2.55920, -4.22822, -0.92971], [4.04485, -0.19635, -5.43340], [3.58913, -3.00767, -4.44847], [-0.53674, -0.62207, 5.40094], [-0.81968, -1.37753, 6.70976], [0.14672, -2.56687, 6.83418], [-2.26841, -1.89256, 6.70084], [-0.62089, -0.42870, 7.90317]], "forces_ev_per_angstrom": [[-0.3, 0.7, -1.0], [2.9, -4.5, 0.7], [-5.6, 5.6, -0.4], [-1.2, -3.2, 0.8], [-4.7, 1.1, 1.9], [6.4, -2.8, -2.6], [0.8, 0.0, 1.1], [-1.1, -1.6, 1.4], [1.7, 0.3, -1.1], [-2.5, 1.9, -2.3], [-3.0, 1.0, -1.4], [-1.7, 1.9, 1.9], [1.4, 1.4, 3.8], [0.5, 0.2, 1.8], [3.7, -1.4, 1.1], [1.4, -2.5, -2.6], [-1.5, -0.9, -3.2], [-0.1, 0.1, 0.6], [0.5, -0.4, -0.5], [0.4, -1.3, -0.8], [0.4, -2.8, 0.3], [3.2, 3.7, -1.6], [-0.2, 1.2, 0.6], [-1.8, 0.0, -0.2], [1.4, 0.6, 0.6], [-0.5, -0.1, 0.7], [0.8, 0.1, 0.2], [-2.4, 3.3, 2.0], [1.4, -2.5, -0.4], [-0.8, -0.2, 0.1], [1.1, 1.6, 0.3], [1.6, 0.0, -2.3], [-0.7, -3.2, 0.2], [-3.3, 1.3, -0.1], [-0.4, -2.1, -1.1], [-0.2, 2.2, -1.3], [2.5, 0.3, 0.6], [-1.8, 1.6, -0.7], [-1.1, -1.0, 1.5], [-0.5, -2.1, 0.2], [0.0, 0.8, 2.1], [-1.7, 1.8, 1.5], [-0.5, -2.0, 1.3], [2.4, 0.6, -0.7], [-1.1, 2.1, 0.2], [2.6, -0.7, 1.1], [1.9, -1.9, -1.2], [-1.6, -2.0, 0.3], [1.1, 2.3, 0.5], [0.0, -0.5, -2.7], [-2.6, 0.1, 0.7], [-0.8, 0.3, -2.3], [0.9, -1.9, 1.0], [1.4, 2.2, 0.2], [-0.1, -0.4, -1.0], [-0.3, 1.6, 0.3], [1.9, -1.0, 1.4], [-0.4, -1.9, -1.2], [-1.6, 1.8, 0.0], [-1.1, 0.9, -1.8], [2.6, 0.6, -0.7], [0.4, -2.4, -0.3], [-1.6, 0.1, 0.3], [0.3, 0.7, -1.0], [-0.2, 0.4, 2.5], [1.5, 1.0, 1.0], [-0.2, 0.3, -0.2], [-0.1, 0.0, 0.3], [-0.1, -0.2, 0.2], [0.0, -0.3, -0.4], [0.4, 0.0, -0.1]], "mulliken_charge": [-0.477, 0.535, -0.589, -0.386, 0.107, -0.468, -0.630, 0.982, -0.960, 0.261, -0.004, -0.273, 0.386, -0.958, -0.586, -0.548, 0.233, 0.573, -0.671, -1.191, -0.015, -0.361, -0.087, 0.051, -0.606, -0.705, -0.061, 0.379, -0.987, 0.497, -0.468, 0.370, -0.349, -0.585, 0.293, 0.272, -0.006, 0.352, 0.264, 0.231, 0.215, 0.108, 0.250, 0.291, 0.284, 0.189, 0.089, 0.254, -0.043, 0.488, -0.032, 0.372, 0.265, 0.301, 0.059, 0.309, 0.040, 0.157, 0.441, 0.195, 0.331, 0.125, 0.239, 0.250, 0.243, 0.323, -0.364, 0.704, -0.627, -0.609, -0.663], "homo_energy_ev": 0.9, "gap_ev": 1.75, "charge": -2}

# 2
{"formula": "C13H35AlAsN5O4P", "method": "wB97M-V/def2-TZVPD", "species": ["Al", "C", "N", "C", "C", "N", "N", "C", "N", "N", "H", "H", "H", "H", "H", "H", "H", "H", "H", "H", "H", "C", "As", "C", "C", "O", "H", "H", "H", "H", "H", "H", "H", "H", "H", "C", "C", "O", "P", "O", "C", "C", "O", "C", "C", "H", "H", "H", "H", "H", "H", "H", "H", "H", "H", "H", "H", "H", "H", "H"], "coordinates": [[0.02785, -0.67057, 0.81262], [2.94264, -3.59177, -1.30299], [3.29482, -3.01752, 0.00416], [4.57176, -3.42579, 0.61623], [2.45722, -2.19074, 0.60110], [1.24008, -1.92032, 0.14709], [2.91364, -1.58188, 1.76113], [2.24411, -0.74957, 2.62543], [2.90837, -0.40964, 3.72223], [1.02944, -0.31527, 2.36076], [3.84003, -4.01036, -1.74585], [2.57855, -2.81349, -1.97361], [2.20357, -4.38744, -1.19659], [4.93822, -4.29870, 0.08702], [4.42878, -3.72130, 1.65580], [5.32388, -2.63922, 0.52852], [1.01433, -2.46515, -0.67473], [3.88065, -1.75844, 1.98617], [3.80857, -0.79846, 3.95700], [2.51600, 0.23866, 4.38746], [0.64884, 0.25058, 3.10999], [-3.81811, -1.74560, -0.68059], [-3.19796, -1.76415, 1.12028], [-3.18819, -3.51952, 1.85320], [-4.19826, -0.57270, 2.21724], [-1.57580, -1.19827, 1.10253], [-4.86846, -2.03663, -0.69859], [-3.23738, -2.45383, -1.26856], [-3.70787, -0.74042, -1.08322], [-4.20782, -3.90579, 1.83784], [-2.83361, -3.47806, 2.88125], [-2.54684, -4.16329, 1.25492], [-5.22904, -0.92653, 2.25895], [-4.17747, 0.42737, 1.78894], [-3.77966, -0.56685, 3.22173], [-1.78740, 4.47469, 0.56586], [-1.72480, 2.98437, 0.36816], [-0.37783, 2.64167, -0.10048], [0.03996, 1.23281, -0.65143], [1.51329, 1.44688, -1.11763], [2.26483, 2.72581, -1.24445], [1.97404, 3.41870, -2.54596], [-0.88247, 0.79071, -1.83715], [-0.97355, 1.40570, -3.18538], [-1.88976, 2.60026, -3.18741], [-2.78151, 4.74940, 0.91918], [-1.60629, 4.99729, -0.37244], [-1.05821, 4.80553, 1.30350], [-2.43821, 2.64548, -0.38379], [-1.89403, 2.44406, 1.30308], [3.30129, 2.41159, -1.17095], [2.00592, 3.33663, -0.38319], [2.20604, 2.78107, -3.39845], [2.60531, 4.30586, -2.61494], [0.93804, 3.75406, -2.60248], [-1.34934, 0.59971, -3.80820], [0.03906, 1.64869, -3.49827], [-2.89580, 2.32951, -2.86738], [-1.96205, 2.98355, -4.20611], [-1.51140, 3.40665, -2.55848]], "forces_ev_per_angstrom": [[0.0, 0.1, 0.0], [0.0, 0.0, 0.0], [0.0, 0.0, 0.0], [0.0, 0.0, 0.0], [0.0, 0.0, 0.0], [0.0, 0.0, 0.0], [0.0, 0.0, 0.0], [0.0, 0.0, 0.0], [0.0, 0.0, 0.0], [0.0, 0.0, 0.0], [0.0, 0.0, 0.0], [0.0, 0.0, 0.0], [0.0, 0.0, 0.0], [0.0, 0.0, 0.0], [0.0, 0.0, 0.0], [0.0, 0.0, 0.0], [0.0, 0.0, 0.0], [0.0, 0.0, 0.0], [0.0, 0.0, 0.0], [0.0, 0.0, 0.0], [0.0, 0.0, 0.0], [0.0, 0.0, 0.0], [0.0, 0.0, 0.0], [0.0, 0.0, 0.0], [0.0, 0.0, 0.0], [0.0, 0.0, 0.0], [0.0, 0.0, 0.0], [0.0, 0.0, 0.0], [0.0, 0.0, 0.0], [0.0, 0.0, 0.0], [0.0, 0.0, 0.0], [0.0, 0.0, 0.0], [0.0, 0.0, 0.0], [0.0, 0.0, 0.0], [0.0, 0.0, 0.0], [0.0, 0.0, 0.0], [0.0, 0.0, 0.0], [0.0, 0.0, 0.0], [0.0, 0.0, 0.0], [0.0, 0.0, 0.0], [0.0, 0.0, 0.0], [0.0, 0.0, 0.0], [0.0, 0.0, 0.0], [0.0, 0.0, 0.0], [0.0, 0.0, 0.0], [0.0, 0.0, 0.0], [0.0, 0.0, 0.0], [0.0, 0.0, 0.0], [0.0, 0.0, 0.0], [0.0, 0.0, 0.0], [0.0, 0.0, 0.0], [0.0, 0.0, 0.0], [0.0, 0.0, 0.0], [0.0, 0.0, 0.0], [0.0, 0.0, 0.0], [0.0, 0.0, 0.0], [0.0, 0.0, 0.0], [0.0, 0.0, 0.0], [0.0, 0.0, 0.0], [0.0, 0.0, 0.0]], "nbo_charge": [1.694, -0.434, -0.339, -0.444, 0.697, -0.996, -0.595, 0.698, -0.733, -0.965, 0.261, 0.223, 0.231, 0.268, 0.225, 0.232, 0.427, 0.441, 0.436, 0.439, 0.423, -0.986, 1.989, -0.985, -0.985, -1.276, 0.288, 0.270, 0.269, 0.288, 0.276, 0.271, 0.288, 0.267, 0.274, -0.635, -0.058, -0.837, 1.879, -0.851, -0.049, -0.651, -0.847, -0.062, -0.651, 0.249, 0.234, 0.233, 0.193, 0.175, 0.212, 0.204, 0.229, 0.264, 0.212, 0.217, 0.202, 0.223, 0.265, 0.212], "homo_energy_ev": -18.6, "relative_energy_kj_mol": 0.0, "gap_ev": 10.63, "charge": 3}